Entry from the Open Molecules 2025 dataset: a cluster of 6 separate species, C50H57N3O5S2 in total in a non-equilibrium geometry (ωB97M-V with the def2-TZVPD basis set).

Each line ends with the Löwdin charge.
Element x y z (Å)
H: -6.7155 -4.2816 -5.1573  0.093
H: 1.2506 -2.1297 2.4612  0.069
H: -0.6859 0.1521 2.3260  0.071
C: -6.8416 -2.4426 -1.7664  -0.101
H: -0.2202 2.1074 1.1998  0.113
H: -0.3415 5.3843 1.5682  0.100
C: -6.3086 -3.2732 -9.3144  -0.095
H: 0.2556 -0.2866 3.7123  0.107
H: 7.5757 3.3694 -0.1150  0.064
S: 2.1669 2.7519 -0.5247  0.744
H: -6.2133 -9.9194 -6.1914  0.100
C: -5.3881 2.0907 -0.5729  -0.470
H: 6.9534 4.2657 4.0797  0.098
H: 5.0054 4.0349 -0.9527  0.089
H: 11.5098 -1.0762 9.4933  0.099
C: -2.1198 4.3946 2.4354  -0.083
C: -1.8564 5.2210 -2.4145  -0.689
C: -4.2437 -10.7634 -6.2876  -0.097
H: 4.5070 4.1506 4.3860  0.047
C: -6.7498 -3.7677 -4.2048  -0.090
C: 0.5977 -1.4647 1.9048  -0.099
C: -5.7928 -2.2095 -2.6457  -0.104
C: 7.3787 4.0995 6.1756  -0.102
H: 1.9697 1.1429 3.0908  0.117
H: -2.2467 -11.4571 -6.6484  0.100
H: 7.8396 1.2107 7.1029  0.090
H: -4.2678 -6.3292 -8.1362  0.092
C: -5.5093 -5.5102 -9.6818  -0.097
H: -1.9353 3.4632 2.9564  0.106
C: 10.7073 -0.5763 8.9665  -0.099
C: 6.5368 4.1642 5.0741  -0.088
H: -5.4611 -6.3992 -10.2983  0.096
C: -4.2323 3.0081 -0.3902  -0.003
H: 9.8309 2.4844 7.8171  0.091
S: 3.8882 3.8387 1.6315  0.926
H: -6.8849 -2.4179 -9.6426  0.101
C: -5.7474 -2.8706 -3.8654  -0.094
C: -0.8722 5.2944 2.5120  -0.162
C: 5.4693 3.9066 7.6243  -0.093
C: 0.3103 -0.1571 2.6353  -0.243
H: 1.8965 3.6258 3.7967  0.114
C: 1.2780 0.9975 2.2638  -0.190
O: -0.6260 4.9883 -2.3484  -0.003
H: -4.9298 -2.6859 -4.5511  0.096
H: -0.1692 2.3797 2.9174  0.106
C: 9.5902 -1.2936 8.5618  -0.098
C: 9.7633 1.4238 8.0258  -0.099
C: 5.1613 4.0993 5.2466  -0.096
H: -6.1500 0.8897 -1.7378  0.137
C: 1.4304 4.2585 3.0363  -0.231
C: -3.7004 3.2663 0.8751  -0.098
H: -6.7635 -4.4411 -11.0548  0.100
O: -5.3676 1.4658 -1.7449  0.146
H: 2.1090 5.0848 2.8612  0.086
H: 7.1627 3.6496 -1.8214  0.069
H: -4.0481 3.4501 -2.4635  0.149
C: 4.6281 3.9674 6.5217  -0.094
H: 0.4336 5.7755 4.1358  0.109
H: 8.4520 4.1463 6.0398  0.100
H: -8.5744 -4.7096 -3.5858  0.102
C: -2.9432 -10.1796 -8.2237  -0.096
N: 1.2114 3.5066 1.8002  -0.200
O: -2.5444 5.9165 -3.1611  0.033
H: 3.5551 3.9117 6.6567  0.097
H: -0.3523 4.2101 4.3058  0.107
H: -5.0070 -1.5128 -2.3789  0.095
H: 7.5008 3.9282 8.3105  0.100
C: 6.9586 3.0437 -0.9453  -0.102
O: -4.2527 2.6388 2.0207  0.095
H: -1.2209 6.2939 2.7552  0.115
C: -2.6479 4.1307 1.0615  -0.092
C: -5.1687 -9.3088 -7.9622  -0.105
C: 2.3241 3.3491 0.9919  -1.066
H: -5.9869 -8.7013 -8.3286  0.098
N: -3.5022 0.3325 2.1422  0.212
H: -4.3408 -11.2931 -5.3488  0.100
C: -7.7953 -4.0061 -3.3227  -0.091
C: -5.6350 -3.2318 -8.1016  -0.099
H: -2.9193 4.8808 2.9893  0.140
H: -8.6582 -3.5287 -1.4180  0.101
C: 0.4559 2.2528 2.0403  -0.203
H: 7.2165 2.0306 -1.2357  0.070
C: -7.8426 -3.3431 -2.1048  -0.095
H: -2.0278 -10.2564 -8.7961  0.100
C: -4.8380 -5.4703 -8.4678  -0.094
H: 7.6894 -1.2117 7.5711  0.100
C: 0.1384 4.8796 3.6037  -0.151
H: 4.9725 2.3278 -1.2021  0.069
H: 11.6696 1.3402 9.0061  0.100
C: -4.8978 -4.3299 -7.6793  -0.103
C: -3.9934 -9.4039 -8.6946  -0.105
C: -3.6588 3.6287 -1.4759  0.113
H: 4.9576 1.7744 1.0420  0.084
H: -1.3530 5.3462 0.0326  0.172
H: 6.0512 3.0739 1.4177  0.057
C: 6.8444 3.9747 7.4508  -0.108
C: -3.8580 1.4102 2.1030  -0.329
C: -3.0674 -10.8564 -7.0185  -0.097
H: -3.8950 -8.8728 -9.6332  0.098
H: -0.3406 -2.0018 1.7797  0.068
C: -5.2953 -9.9908 -6.7603  -0.095
C: 8.6448 0.7077 7.6237  -0.094
C: -2.5881 4.4921 -1.2893  -0.052
N: -2.1414 4.7074 -0.0470  0.232
C: -6.2427 -4.4109 -10.1064  -0.096
H: 9.5226 -2.3534 8.7712  0.099
H: 5.0536 3.8055 8.6185  0.101
H: -5.6850 -2.3432 -7.4849  0.099
H: -4.3699 -4.2978 -6.7342  0.096
O: -6.2523 1.9364 0.2433  0.164
C: 5.1566 2.8239 0.8517  -0.477
C: 5.4583 3.1062 -0.6260  -0.334
H: 0.9688 -1.2902 0.9016  0.070
H: 1.7999 0.6873 1.3697  0.074
C: 10.7959 0.7819 8.6954  -0.097
H: -6.8785 -1.9246 -0.8155  0.099
C: 8.5598 -0.6520 7.8887  -0.094

Values from the calculation:
Molar mass (u): 844.16
Orbital gap (eV): 6.73
Highest occupied orbital energy (eV): -8.35



Entry from the Open Molecules 2025 dataset: a structure of composition C27H50LaP2 in a non-equilibrium geometry (ωB97M-V with the def2-TZVPD basis set).

Each line ends with the Löwdin charge.
Element x y z (Å)
H: 0.4197 0.3998 3.8733  0.056
H: 1.7948 3.2481 -2.9848  0.106
H: 2.7531 0.3709 -1.8782  0.054
H: -3.9404 0.1320 -1.3744  0.065
C: 0.8716 5.3819 -0.3689  -0.174
C: 2.4545 -1.5096 3.2679  -0.054
H: -1.0135 6.1182 0.3273  0.121
H: 2.3486 3.8218 -0.6845  0.093
C: -2.8112 1.6150 0.8308  -0.271
C: -2.6329 -2.3556 2.9732  -0.054
H: 2.9613 -4.0389 2.2472  0.081
C: 0.8675 -5.2370 -1.7007  -0.094
C: -1.1103 -4.8616 1.7084  -0.035
C: -1.8372 3.6842 -1.7650  -0.144
C: -0.2186 1.2742 -0.7776  -0.502
H: 0.3850 -3.6680 -4.0035  0.086
P: 1.4333 0.8450 0.0779  0.737
H: 2.3932 -0.4126 3.2802  0.060
H: -1.7835 3.9507 0.3380  0.091
H: 1.7781 -5.3487 2.2541  0.096
H: -3.1504 2.5056 0.2911  0.029
C: 1.1349 3.9128 -2.4153  -0.109
H: -0.9160 -3.5172 -1.1312  0.033
H: 2.5993 2.1356 -1.6365  -0.003
H: -2.2226 1.9102 1.7087  0.047
H: 2.0556 -3.4779 -1.4406  0.109
H: -0.9182 -4.9876 0.6273  0.060
C: -1.3384 3.9244 -3.1498  -0.165
C: 1.5109 2.1413 1.3588  -0.249
C: 1.2983 -3.4525 -3.4354  -0.097
H: -2.9170 -1.2927 2.9969  0.065
H: -0.3232 -2.0876 -2.0616  0.016
H: -2.5582 -0.4788 -2.3338  0.046
H: 1.3693 6.3285 -0.6526  0.131
H: 1.0860 5.2355 0.7042  0.106
C: 0.0808 4.5508 -3.2584  -0.177
H: 0.3967 4.4058 -4.3044  0.119
H: 0.0152 5.6378 -3.1042  0.111
H: 1.6658 -5.8386 -2.1541  0.085
C: 1.9738 -4.3360 1.8717  -0.028
H: -0.7148 -5.7643 2.2065  0.097
H: -0.0953 1.1487 -1.8648  0.067
H: 0.9491 1.8274 2.2545  0.031
H: 0.8369 -5.4722 -0.6304  0.050
H: -3.6963 1.0589 1.1786  0.059
C: 1.1086 -3.7508 -1.9449  -0.541
H: 2.0400 -4.4069 0.7723  0.063
C: -0.0303 -2.9040 -1.3767  -0.366
H: 3.1984 -1.8080 2.5125  0.078
H: 2.1080 -4.0581 -3.8592  0.079
H: -2.1969 -4.8551 1.8599  0.079
H: 2.8450 -1.8211 4.2527  0.098
C: -0.4243 -0.2957 3.9944  -0.045
C: -1.1576 -2.5275 2.8833  -0.337
H: 3.7094 1.1798 -0.5954  0.066
C: -0.4849 -3.6395 2.2785  -0.325
H: -2.7001 3.0117 -1.7261  0.077
H: -2.0381 4.5883 -3.6908  0.129
H: -0.5895 -0.4132 5.0791  0.100
H: -0.8461 6.2215 -1.4267  0.111
H: -1.3485 2.9691 -3.7104  0.115
H: -2.9084 1.2732 -2.2988  0.026
C: -0.1576 -1.6026 3.3313  -0.345
P: -1.8733 0.4709 -0.2259  0.736
H: -0.3038 2.3487 -0.5875  -0.008
H: -1.3254 0.1871 3.5844  0.064
C: -1.4344 4.3009 -0.6370  -0.126
H: -3.0526 -2.8156 3.8863  0.098
C: 0.9245 -3.3941 2.3447  -0.329
C: 1.1276 -2.1382 2.9983  -0.339
H: -0.0835 -5.5610 -2.1394  0.090
H: 1.0992 3.0875 0.9846  0.014
H: -3.1383 -2.8256 2.1148  0.078
H: 1.5410 -2.3965 -3.5927  0.065
C: -2.9148 0.3515 -1.7088  -0.259
C: 1.4531 4.2432 -1.1502  -0.150
C: 2.7454 1.1773 -1.1279  -0.258
H: 2.5645 2.2894 1.6391  0.068
La: -0.0384 -1.4873 0.5762  1.620
C: -0.6534 5.5728 -0.5601  -0.176

Values from the calculation:
Molar mass (u): 575.55
Net charge: +1
Orbital gap (eV): 7.27
Highest occupied orbital energy (eV): -9.86



Entry from the Open Molecules 2025 dataset: the ion C2H4NO2 with charge +1 in a non-equilibrium geometry (ωB97M-V with the def2-TZVPD basis set).

Each line ends with the Löwdin charge.
Element x y z (Å)
C: -1.0602 -0.1720 -0.3106  0.059
H: -1.7723 0.5895 0.0134  0.129
O: 1.2624 1.0661 -0.2059  0.262
H: -1.3402 -1.1185 -0.1037  0.082
H: -0.9606 -0.1789 -1.3178  0.079
H: -0.1327 0.6576 1.4095  0.195
O: 2.3748 -0.8901 -0.0203  0.357
C: 0.1690 0.2252 0.4415  -0.040
N: 1.4598 -0.1789 0.0939  -0.123

Values from the calculation:
Molar mass (u): 74.06
Net charge: +1
Orbital gap (eV): 11.27
Highest occupied orbital energy (eV): -18.75
SMILES: C[C@@H]1O[N+]1=O



Which formula does entry 3 have?
C2H4NO2



Number 2 is which compound?
C27H50LaP2



Look up the highest occupied orbital energy of the second one.
-9.86 eV